102
Properties=species:S:1:pos:R:3 method="wB97M-V/def2-TZVPD" gap_ev=9.09 charge=-1 total_energy_ha=-2806.186585 multiplicity=1 de_lowest_kcal_mol=28.05 max_force_ev_per_a=2.50
P 15.286 -5.833 -10.435
F 16.650 -6.549 -9.821
F 14.422 -6.970 -9.651
F 15.318 -4.945 -9.077
F 13.934 -5.063 -10.880
F 16.326 -4.890 -11.233
F 15.153 -6.819 -11.717
C 15.529 -5.384 -5.630
O 14.773 -6.572 -5.539
C 14.930 -7.398 -6.720
C 15.747 -8.650 -6.458
N 15.062 -9.473 -5.403
C 16.077 -10.056 -4.499
C 15.349 -10.851 -3.446
O 14.570 -9.980 -2.644
C 13.597 -10.649 -1.878
H 16.576 -5.593 -5.860
H 15.486 -4.907 -4.645
H 15.035 -4.715 -6.345
H 15.434 -6.744 -7.430
H 13.895 -7.528 -7.030
H 16.788 -8.407 -6.246
H 15.771 -9.210 -7.399
H 14.604 -10.182 -5.965
H 16.555 -9.231 -3.970
H 16.759 -10.659 -5.105
H 16.031 -11.423 -2.804
H 14.704 -11.613 -3.899
H 12.779 -9.953 -1.700
H 13.981 -10.958 -0.902
H 13.189 -11.511 -2.412
C 15.449 -7.523 -14.882
O 16.417 -6.742 -15.568
C 17.289 -6.026 -14.678
C 18.289 -5.220 -15.520
N 19.687 -5.642 -15.455
C 20.281 -5.499 -14.145
C 21.654 -6.208 -14.191
O 22.254 -6.194 -12.914
C 23.653 -6.292 -12.931
H 14.731 -8.083 -15.472
H 14.985 -6.750 -14.255
H 15.927 -8.215 -14.177
H 17.702 -6.767 -13.995
H 16.641 -5.291 -14.194
H 18.136 -4.189 -15.199
H 17.985 -5.285 -16.566
H 19.703 -6.550 -15.902
H 19.654 -6.017 -13.409
H 20.342 -4.421 -13.982
H 22.286 -5.710 -14.927
H 21.357 -7.238 -14.417
H 23.930 -7.324 -13.171
H 24.066 -5.987 -11.970
H 24.122 -5.594 -13.638
C 17.971 -2.520 -2.111
O 18.778 -3.335 -2.914
C 18.620 -3.057 -4.296
C 19.445 -4.136 -5.016
N 19.777 -3.838 -6.409
C 18.574 -3.688 -7.238
C 18.894 -3.391 -8.663
O 19.776 -4.451 -9.108
C 19.864 -4.645 -10.502
H 18.219 -1.456 -2.194
H 17.998 -2.827 -1.066
H 16.921 -2.665 -2.403
H 19.007 -2.049 -4.462
H 17.574 -3.237 -4.570
H 18.999 -5.129 -4.890
H 20.399 -4.122 -4.482
H 20.323 -4.625 -6.739
H 18.030 -2.838 -6.818
H 18.015 -4.621 -7.091
H 19.572 -2.529 -8.675
H 18.023 -3.317 -9.312
H 18.883 -4.659 -10.987
H 20.308 -5.630 -10.639
H 20.487 -3.889 -10.994
C 10.120 -7.797 -9.934
C 11.453 -7.614 -9.222
O 12.276 -8.710 -9.643
O 10.257 -7.536 -11.332
H 9.290 -7.206 -9.543
H 9.792 -8.837 -9.830
H 11.199 -7.762 -8.157
H 11.980 -6.666 -9.262
H 13.106 -8.304 -9.953
H 10.998 -8.070 -11.639
C 12.151 -3.678 -7.988
C 11.598 -2.876 -6.812
O 12.225 -3.082 -5.568
O 13.500 -3.206 -8.138
H 11.701 -3.337 -8.924
H 12.049 -4.750 -7.823
H 10.521 -3.056 -6.788
H 11.695 -1.808 -7.027
H 13.171 -2.938 -5.670
H 14.064 -3.813 -8.656
O 14.458 -3.353 -13.727
H 15.016 -3.339 -12.939
H 13.755 -3.976 -13.505